No. 1
This record from OMol25 describes the molecule C6H5Cl2F3O2S at a distorted geometry. The level of theory is ωB97M-V/def2-TZVPD.

Structure (XYZ):
```
19
Properties=species:S:1:pos:R:3
C -3.21928 -0.47867 0.03875
C -2.64730 0.92101 0.12478
C -1.33837 0.99678 0.45123
Cl -0.62436 2.54718 0.76675
C -0.22533 -0.00432 0.76250
Cl -0.47204 -1.39598 1.89847
C 0.62791 -0.20174 -0.22892
S 2.00775 -1.19855 -0.42745
O 2.26941 -1.85927 -1.64715
O 2.18025 -1.93940 0.76545
C 3.18863 0.37369 -0.40861
F 4.11407 0.27837 0.52774
F 3.84903 0.54224 -1.56035
F 2.50102 1.46827 -0.16501
H -3.03963 -0.95348 0.99023
H -2.44463 -1.07876 -0.45085
H -4.16524 -0.57546 -0.39666
H -3.18338 1.95308 0.06164
H 0.62148 0.60500 -1.10255
```

Calculated values
SMILES: C/C=C(Cl)\C(Cl)=C\S(=O)(=O)C(F)(F)F
lowest unoccupied orbital energy: -1.0 eV
molar mass: 269.07 g mol⁻¹

=====

No. 2
This record from OMol25 describes a cluster of 2 separate species, C6H5Cl2FN3 in total at a distorted geometry. The level of theory is ωB97M-V/def2-TZVPD.

Structure (XYZ):
```
17
Properties=species:S:1:pos:R:3
Cl 5.28484 0.87295 1.39312
C 4.68365 2.46760 1.39284
N 3.34578 2.68881 1.39244
F 2.39008 1.51860 1.39377
C 2.85898 3.95453 1.39290
Cl 1.17532 4.21803 1.39328
C 3.73306 5.04667 1.39298
C 5.11395 4.85835 1.39293
C 5.57698 3.54394 1.39293
H 3.30952 6.03953 1.39316
H 5.79848 5.69845 1.39308
H 6.63466 3.32925 1.39310
C 0.62866 -0.50004 1.39409
N -0.64130 -0.08713 1.39839
N -1.74504 0.21667 1.40197
H 0.97969 -0.97554 2.32085
H 0.97271 -0.97733 0.46558
```

Calculated values
lowest unoccupied orbital energy: -5.2 eV
molar mass: 209.03 g mol⁻¹
relative energy (zero: lowest compared OMol25 entry of this formula, charge and spin): 222.6 kJ/mol
total charge: +1

=====

No. 3
This record from OMol25 describes a structure of composition C6H5Cl2NO3ScTl at a distorted geometry. The level of theory is ωB97M-V/def2-TZVPD.

Structure (XYZ):
```
19
Properties=species:S:1:pos:R:3
Tl 2.03573 -2.91378 -3.09412
Sc 1.64132 0.74421 0.30376
Cl 1.48868 -0.83782 -4.43693
Cl 2.81854 0.02288 2.07875
C 0.17960 -0.83897 -0.05951
C -0.69786 -2.61039 -2.76264
C 1.70021 -3.25271 -0.43434
O -0.78724 -1.48039 0.13203
O -1.74561 -2.22729 -2.53306
O 1.65211 -3.48176 0.68351
C -2.14797 3.86871 2.34302
C -1.60393 4.04556 0.92630
C -0.59711 3.04606 0.65178
N 0.25600 2.27458 0.47455
H -2.65532 2.90784 2.45252
H -2.85028 4.64469 2.62899
H -1.32378 3.89435 3.07287
H -2.40110 3.95417 0.18815
H -1.13821 5.02790 0.81258
```

Calculated values
lowest unoccupied orbital energy (spin up / spin down): -20.7 / -20.7 eV
molar mass: 459.35 g mol⁻¹
relative energy (zero: lowest compared OMol25 entry of this formula, charge and spin): 105.4 kJ/mol
total charge: +4

=====

No. 4
This record from OMol25 describes the molecule C6H5Cl3N2 at a distorted geometry. The level of theory is ωB97M-V/def2-TZVPD.

Structure (XYZ):
```
16
Properties=species:S:1:pos:R:3
C 2.00121 0.33512 -0.14959
N 0.67656 -0.20284 -0.01052
C 0.11894 -1.16612 0.89426
Cl 1.19816 -2.18197 1.67325
C -1.20072 -1.10607 0.99827
Cl -2.08987 -2.28596 1.91106
C -1.69088 -0.09400 0.06066
C -0.45471 0.55961 -0.38190
Cl -0.29193 2.18416 0.68335
C -0.27888 1.10893 -1.72818
N -0.08480 1.51261 -2.80607
H 2.08865 0.48854 -1.21969
H 2.00780 1.31560 0.30328
H 2.66091 -0.44464 -0.06782
H -2.21868 -0.55065 -0.71714
H -2.44176 0.52767 0.55677
```

Calculated values
SMILES: CN1C(Cl)=C(Cl)C[C@]1(Cl)C#N
lowest unoccupied orbital energy: 0.2 eV
molar mass: 211.48 g mol⁻¹
relative energy (zero: lowest compared OMol25 entry of this formula, charge and spin): 206.1 kJ/mol

=====

No. 5
This record from OMol25 describes the molecule C6H5ClN2O6 at a distorted geometry. The level of theory is ωB97M-V/def2-TZVPD.

Structure (XYZ):
```
20
Properties=species:S:1:pos:R:3
C -0.50569 -0.75995 -0.70067
C -0.48373 0.38886 -0.05180
C 1.84456 -1.11047 -1.25656
C 0.66118 -1.77799 -0.78828
C 0.68345 1.13638 0.59832
C 2.07699 0.66186 0.38545
N 0.93202 -2.31973 0.66967
N 2.89486 1.43944 -0.47385
O 1.67580 -3.22718 0.64306
O 2.37128 1.81293 -1.49778
O 2.60255 -1.11124 -2.13015
O 0.32951 -1.80666 1.54154
O 4.09183 1.46487 -0.29398
O 0.44304 1.30163 1.99611
Cl 3.01073 -0.02355 1.71312
H -1.45941 -1.27576 -0.98794
H -1.34896 1.01846 0.14874
H 0.41934 -2.59114 -1.38783
H 0.51209 2.10321 0.26132
H 0.19474 0.46286 2.23666
```

Calculated values
spin multiplicity: 3
lowest unoccupied orbital energy (spin up / spin down): -0.3 / -2.8 eV
molar mass: 236.57 g mol⁻¹
relative energy (zero: lowest compared OMol25 entry of this formula, charge and spin): 55.3 kJ/mol

=====

No. 6
This record from OMol25 describes a cluster of 2 separate species, C6H5F in total at a distorted geometry. The level of theory is ωB97M-V/def2-TZVPD.

Structure (XYZ):
```
12
Properties=species:S:1:pos:R:3
C -2.70546 0.12594 0.69306
C 2.24374 -1.74187 0.02207
C -1.80327 0.29905 -0.08157
C 1.71515 -0.69395 0.18783
C -0.72774 0.48579 -0.99353
C 1.01348 0.52438 0.51365
F 1.50555 1.63140 -0.01172
H -3.53432 0.08712 1.30425
H 2.91181 -2.46914 -0.31675
H -0.40093 -0.44631 -1.50649
H -0.71549 1.41290 -1.36386
H 0.49749 0.78471 1.55306
```

Calculated values
lowest unoccupied orbital energy: -0.3 eV
molar mass: 96.10 g mol⁻¹
relative energy (zero: lowest compared OMol25 entry of this formula, charge and spin): 626.9 kJ/mol

=====

No. 7
This record from OMol25 describes a structure of composition C6H5F3NO2S at a distorted geometry. The level of theory is ωB97M-V/def2-TZVPD.

Structure (XYZ):
```
18
Properties=species:S:1:pos:R:3
C 1.13020 -0.41969 -0.28875
C 0.64282 -0.12749 0.97182
C 0.38119 -0.10116 -1.38917
C -0.69239 0.24845 1.04679
C -0.96706 0.38177 -1.24245
C -4.27422 -0.82082 -0.21243
N -1.41418 0.55788 0.01222
O -3.90147 2.01515 -0.46462
O -3.85051 1.07441 1.79040
F -3.50073 -1.77423 0.16560
F -5.38606 -0.90817 0.40285
F -4.39083 -0.73089 -1.50563
S -3.60545 0.97638 0.41381
H 2.06897 -0.72468 -0.43195
H 1.31276 -0.61469 1.71472
H 0.97654 -0.17291 -2.35997
H -1.21084 0.68350 1.91014
H -1.57960 0.82817 -1.98618
```

Calculated values
lowest unoccupied orbital energy: -6.0 eV
molar mass: 212.17 g mol⁻¹
relative energy (zero: lowest compared OMol25 entry of this formula, charge and spin): 106.7 kJ/mol
total charge: +1

=====

No. 8
This record from OMol25 describes the molecule C6H5FN2O2 at a distorted geometry. The level of theory is ωB97M-V/def2-TZVPD.

Structure (XYZ):
```
16
Properties=species:S:1:pos:R:3
C -0.20527 1.21784 -0.52078
C 0.31475 0.14525 0.16112
C -0.03973 -1.25754 -0.19685
N -1.43905 -1.58662 0.21578
C -2.11618 -0.86525 0.94673
O -3.31331 -0.84468 1.48903
C -2.42832 0.23094 1.77177
F -2.97918 1.31987 1.25400
O -2.13230 0.44293 3.10537
C -1.04699 -0.03739 3.55400
N -0.08796 -0.47677 3.92017
H -0.84898 1.20795 -1.38939
H -0.03586 2.25067 -0.22636
H 1.03336 0.23055 0.87881
H 0.61217 -1.97333 0.31083
H 0.16616 -1.65193 -1.18920
```

Calculated values
SMILES: C=CC/N=C1/O[C@@]1(F)OC#N
lowest unoccupied orbital energy: 0.7 eV
molar mass: 156.12 g mol⁻¹
relative energy (zero: lowest compared OMol25 entry of this formula, charge and spin): 272.7 kJ/mol

=====

No. 9
This record from OMol25 describes the ion C6H5FNO3S with charge -1 at a distorted geometry. The level of theory is ωB97M-V/def2-TZVPD.

Structure (XYZ):
```
17
Properties=species:S:1:pos:R:3
O -2.73071 1.53692 0.07517
S -2.35039 2.89491 0.12261
O -3.09135 3.65737 1.07601
O -1.93703 3.42945 -1.17347
N -0.52148 2.66564 1.08741
F -0.93754 2.87941 2.41045
C -0.09587 1.39101 0.75335
C -0.33840 0.27165 1.53257
C -0.10405 -0.95003 0.89712
C 0.07942 -1.03361 -0.49096
C 0.28982 0.08637 -1.23189
C 0.16790 1.30270 -0.60899
H -0.33005 0.37170 2.62661
H -0.12003 -1.85525 1.45041
H 0.32934 -1.95967 -0.93108
H 0.43626 0.02712 -2.29468
H 0.27478 2.29518 -0.94936
```

Calculated values
SMILES: O=S(=O)([O-])N(F)c1ccccc1
lowest unoccupied orbital energy: 3.7 eV
molar mass: 190.18 g mol⁻¹
relative energy (zero: lowest compared OMol25 entry of this formula, charge and spin): 0.0 kJ/mol
total charge: -1

=====

No. 10
This record from OMol25 describes the molecule C6H5FS at a distorted geometry. The level of theory is ωB97M-V/def2-TZVPD.

Structure (XYZ):
```
13
Properties=species:S:1:pos:R:3
C -3.01573 -0.80825 1.25494
C -1.70646 -0.65555 1.32686
C -0.46429 0.17081 1.35485
C 0.87575 -0.50015 1.19681
F 2.06765 0.02920 1.79837
C 0.46192 0.33981 0.00441
C -0.06664 -0.03620 -1.29788
S 0.53250 0.59939 -2.62488
H -4.02720 -1.00613 0.74610
H -0.45464 1.11890 1.93756
H 0.81255 -1.53140 1.11120
H 1.08969 1.17242 0.11497
H -1.05650 -0.66960 -1.13705
```

Calculated values
SMILES: C#C[C@H]1[C@H](F)[C@H]1C=S
lowest unoccupied orbital energy: -0.5 eV
molar mass: 128.17 g mol⁻¹
relative energy (zero: lowest compared OMol25 entry of this formula, charge and spin): 513.5 kJ/mol

=====

No. 11
This record from OMol25 describes the molecule C6H5IN4 at a distorted geometry. The level of theory is ωB97M-V/def2-TZVPD.

Structure (XYZ):
```
16
Properties=species:S:1:pos:R:3
C 0.09007 1.58094 -0.19626
C 0.13111 0.06188 -0.08874
N 1.27359 -0.55324 0.04764
N 1.23447 -1.86858 -0.07699
C -0.04361 -2.21214 -0.16338
N -0.59079 -3.39805 -0.01827
C -1.93964 -3.47003 0.05897
N -2.72958 -2.38746 0.06194
C -2.22695 -1.21652 -0.04332
I -3.45926 0.45972 0.14516
C -0.84889 -0.94639 -0.21567
H 1.02396 1.91171 0.31670
H -0.07930 2.06586 -1.22262
H -0.69875 1.89938 0.46286
H 2.22668 -0.30954 -0.19038
H -2.24749 -4.34636 0.38368
```

Calculated values
SMILES: Cc1[nH]nc2ncnc(I)c12
lowest unoccupied orbital energy: -0.3 eV
molar mass: 260.04 g mol⁻¹
relative energy (zero: lowest compared OMol25 entry of this formula, charge and spin): 0.0 kJ/mol

=====

No. 12
This record from OMol25 describes the ion C6H5INO2 with charge -1 at a distorted geometry. The level of theory is ωB97M-V/def2-TZVPD.

Structure (XYZ):
```
15
Properties=species:S:1:pos:R:3
O -2.61451 1.91445 0.10102
C -1.45809 1.64110 -0.18285
O -0.63367 2.40975 -0.68823
C -0.96130 0.15332 0.04123
I -2.62382 -1.11505 -0.29821
C 0.08100 -0.05510 -1.09496
C 1.27558 -0.83492 -0.69014
C 1.52692 -0.97566 0.62720
C 0.76537 -0.31137 1.61188
N -0.45698 0.10083 1.46485
H 0.32074 1.08200 -1.10285
H -0.46507 -0.54452 -1.90246
H 1.61111 -1.53457 -1.40299
H 2.52956 -1.42877 0.84366
H 1.10316 -0.50148 2.67287
```

Calculated values
SMILES: O=C([O-])[C@@]1(I)CC=CC=N1
lowest unoccupied orbital energy: 3.0 eV
molar mass: 250.02 g mol⁻¹
relative energy (zero: lowest compared OMol25 entry of this formula, charge and spin): 0.0 kJ/mol
total charge: -1

=====

Question: Look up the molar mass of the tenth one.
Answer: 128.17 g mol⁻¹